No. 1
Molecular formula: C12H21N7O3
Method: DFT, the ωB97M-V functional and the def2-TZVPD basis

Values from the calculation:
SMILES string ... [H]/N=C(/N)NCCC[C@H](NC(=O)[C@@H](N)Cc1c[nH]cn1)C(=O)O
HOMO-LUMO gap ... 9.15 eV
E_LUMO ... 0.554 eV

Positions of all 43 atoms, in Å:
H  4.38  2.50  -2.02
N  3.81  3.22  -1.55
C  3.24  2.78  -0.47
N  2.54  3.65  0.43
N  3.17  1.43  -0.07
C  3.97  0.41  -0.73
C  3.73  -0.92  0.00
C  2.35  -1.60  -0.28
C  1.09  -0.95  0.33
N  0.64  0.14  -0.48
C  -0.66  0.62  -0.63
O  -0.88  1.73  -1.06
C  -1.81  -0.30  -0.16
N  -1.88  -0.37  1.25
C  -3.17  0.26  -0.75
C  -4.39  -0.60  -0.55
C  -5.22  -1.11  -1.48
N  -6.07  -1.99  -0.82
C  -5.75  -1.85  0.52
N  -4.72  -1.09  0.72
C  1.25  -0.54  1.81
O  1.65  0.54  2.15
O  1.08  -1.59  2.61
H  2.78  4.63  0.30
H  2.53  3.39  1.42
H  2.88  1.29  0.91
H  5.07  0.67  -0.74
H  3.62  0.36  -1.76
H  4.53  -1.67  -0.18
H  3.79  -0.69  1.08
H  2.41  -2.64  0.09
H  2.19  -1.62  -1.40
H  0.26  -1.68  0.39
H  1.32  0.90  -0.42
H  -1.71  -1.28  -0.64
H  -2.69  -0.87  1.57
H  -1.92  0.57  1.74
H  -3.28  1.24  -0.31
H  -3.06  0.40  -1.82
H  -5.20  -1.09  -2.57
H  -6.72  -2.65  -1.22
H  -6.31  -2.41  1.24
H  1.18  -1.23  3.55

---

No. 2
Molecular formula: C33H66AsF6O33Rb
Method: DFT, the ωB97M-V functional and the def2-TZVPD basis

Values from the calculation:
HOMO-LUMO gap ... 9.44 eV
E_LUMO ... -0.894 eV

Positions of all 140 atoms, in Å:
Rb  18.53  21.78  -5.30
As  14.38  20.71  -5.61
F  14.27  21.46  -4.06
F  15.06  19.31  -4.87
F  14.44  19.99  -7.18
F  13.78  22.16  -6.33
F  16.02  21.31  -5.85
F  12.78  20.09  -5.42
C  10.15  19.26  1.69
O  10.68  18.60  0.55
C  11.44  19.34  -0.25
O  11.67  20.52  -0.12
O  11.89  18.57  -1.23
C  12.64  19.20  -2.24
H  9.24  18.73  1.96
H  9.89  20.30  1.49
H  10.84  19.20  2.53
H  12.73  18.49  -3.06
H  13.62  19.58  -1.97
H  12.07  20.03  -2.67
C  17.00  20.82  -2.20
O  17.23  20.43  -0.83
C  17.97  21.29  -0.12
O  18.43  22.31  -0.55
O  18.20  20.87  1.12
C  17.37  19.87  1.71
H  16.30  20.10  -2.59
H  17.96  20.82  -2.72
H  16.60  21.84  -2.15
H  17.18  20.14  2.74
H  17.87  18.90  1.64
H  16.40  19.78  1.23
C  19.81  24.55  -8.89
O  19.14  23.43  -9.44
C  18.08  22.98  -8.77
O  17.64  23.41  -7.73
O  17.54  22.02  -9.48
C  16.41  21.35  -8.93
H  19.83  24.58  -7.80
H  19.35  25.48  -9.24
H  20.85  24.55  -9.21
H  15.61  22.05  -8.66
H  16.70  20.78  -8.06
H  16.01  20.69  -9.69
C  13.52  16.61  -5.10
O  13.45  15.36  -5.78
C  12.93  14.36  -5.07
O  12.24  14.46  -4.09
O  13.27  13.22  -5.65
C  12.66  12.05  -5.15
H  12.74  16.75  -4.36
H  13.60  17.43  -5.81
H  14.48  16.67  -4.58
H  11.59  12.04  -5.38
H  12.70  12.00  -4.06
H  13.12  11.20  -5.64
C  10.19  16.64  -11.91
O  10.09  17.28  -10.66
C  10.98  18.24  -10.43
O  11.90  18.54  -11.15
O  10.69  18.82  -9.27
C  11.69  19.67  -8.74
H  11.04  15.96  -11.95
H  10.31  17.35  -12.73
H  9.27  16.10  -12.12
H  11.51  19.74  -7.67
H  11.78  20.63  -9.24
H  12.69  19.22  -8.77
C  13.64  22.85  -1.08
O  14.32  22.15  -0.03
C  15.02  22.93  0.78
O  15.34  24.07  0.58
O  15.34  22.22  1.87
C  15.91  22.92  2.97
H  13.03  22.23  -1.71
H  14.41  23.35  -1.66
H  13.00  23.62  -0.64
H  16.37  23.85  2.63
H  16.64  22.27  3.44
H  15.14  23.12  3.71
C  20.30  17.48  -5.92
O  19.12  16.87  -6.40
C  18.21  17.67  -6.94
O  18.36  18.86  -7.13
O  17.15  16.94  -7.23
C  16.07  17.54  -7.96
H  20.09  18.37  -5.30
H  20.98  17.79  -6.71
H  20.79  16.78  -5.24
H  16.27  18.58  -8.20
H  15.18  17.48  -7.36
H  15.98  16.99  -8.90
C  15.33  24.35  -4.77
O  15.11  25.73  -4.51
C  15.51  26.18  -3.32
O  16.24  25.61  -2.56
O  14.98  27.39  -3.14
C  15.34  28.02  -1.92
H  15.60  24.17  -5.80
H  14.39  23.82  -4.62
H  16.06  23.93  -4.08
H  16.42  28.14  -1.83
H  15.01  27.41  -1.07
H  14.80  28.96  -1.90
C  15.24  26.65  -7.49
O  14.00  25.95  -7.44
C  12.91  26.71  -7.27
O  12.94  27.88  -7.01
O  11.80  26.01  -7.40
C  11.83  24.69  -7.94
H  15.21  27.39  -8.29
H  15.96  25.88  -7.79
H  15.55  27.07  -6.54
H  12.43  24.65  -8.86
H  10.82  24.45  -8.23
H  12.27  24.03  -7.20
C  6.54  20.96  -4.50
O  7.13  19.92  -5.26
C  8.40  19.66  -4.99
O  9.05  20.21  -4.14
O  8.82  18.71  -5.82
C  10.14  18.21  -5.67
H  7.08  21.90  -4.64
H  6.55  20.70  -3.44
H  5.51  21.03  -4.83
H  10.81  18.91  -5.16
H  10.54  18.01  -6.65
H  10.15  17.30  -5.07
C  9.04  25.52  -1.83
O  9.06  24.77  -3.03
C  10.12  24.00  -3.26
O  10.99  23.75  -2.47
O  10.06  23.55  -4.50
C  11.15  22.71  -4.88
H  8.00  25.72  -1.60
H  9.60  26.45  -1.96
H  9.49  24.97  -1.00
H  11.14  21.75  -4.37
H  12.08  23.23  -4.67
H  11.00  22.52  -5.94

---

What did the first record say?
Molecular formula: C12H21N7O3
Method: DFT, the ωB97M-V functional and the def2-TZVPD basis

Values from the calculation:
SMILES string ... [H]/N=C(/N)NCCC[C@H](NC(=O)[C@@H](N)Cc1c[nH]cn1)C(=O)O
HOMO-LUMO gap ... 9.15 eV
E_LUMO ... 0.554 eV

Positions of all 43 atoms, in Å:
H  4.38  2.50  -2.02
N  3.81  3.22  -1.55
C  3.24  2.78  -0.47
N  2.54  3.65  0.43
N  3.17  1.43  -0.07
C  3.97  0.41  -0.73
C  3.73  -0.92  0.00
C  2.35  -1.60  -0.28
C  1.09  -0.95  0.33
N  0.64  0.14  -0.48
C  -0.66  0.62  -0.63
O  -0.88  1.73  -1.06
C  -1.81  -0.30  -0.16
N  -1.88  -0.37  1.25
C  -3.17  0.26  -0.75
C  -4.39  -0.60  -0.55
C  -5.22  -1.11  -1.48
N  -6.07  -1.99  -0.82
C  -5.75  -1.85  0.52
N  -4.72  -1.09  0.72
C  1.25  -0.54  1.81
O  1.65  0.54  2.15
O  1.08  -1.59  2.61
H  2.78  4.63  0.30
H  2.53  3.39  1.42
H  2.88  1.29  0.91
H  5.07  0.67  -0.74
H  3.62  0.36  -1.76
H  4.53  -1.67  -0.18
H  3.79  -0.69  1.08
H  2.41  -2.64  0.09
H  2.19  -1.62  -1.40
H  0.26  -1.68  0.39
H  1.32  0.90  -0.42
H  -1.71  -1.28  -0.64
H  -2.69  -0.87  1.57
H  -1.92  0.57  1.74
H  -3.28  1.24  -0.31
H  -3.06  0.40  -1.82
H  -5.20  -1.09  -2.57
H  -6.72  -2.65  -1.22
H  -6.31  -2.41  1.24
H  1.18  -1.23  3.55